[1]
# C3H6N2O

C3H6N2O in the gas phase at a distorted geometry (ωB97M-V/def2-TZVPD, OMol25).

Energy relative to the best compared isomer or geometry (same formula, charge and spin) in eV: 4.008
Lowest unoccupied orbital energy in eV: 0.72

The geometry in ORCA input format:
```
! RIJCOSX wB97M-V def2-TZVPD def2/J DEFGRID3
* xyz 0 1
C -0.50416 0.47731 -0.57756
C 0.22759 0.29053 0.86918
C -0.46710 -0.97451 -0.90755
H 0.35084 2.25348 -0.74155
H -1.60211 0.50266 -0.45680
H 1.28920 0.59125 0.43301
H 0.08240 1.10297 1.72468
H 0.99603 -1.33857 1.66707
H -0.78349 -1.46507 -1.90581
N 0.22356 -1.10207 1.12985
N -0.09995 -1.70860 0.00510
O 0.28718 1.37061 -1.23963
*
```

Mulliken atomic charge list, values in e, 5 entries: 0.37 -0.66 -0.34 0.35 0.24

[2]
# C3H6N2O

2 unconnected molecules or ions with the total composition C3H6N2O (ωB97M-V/def2-TZVPD, OMol25).

Energy relative to the best compared isomer or geometry (same formula, charge and spin) in eV: 2.226
Lowest unoccupied orbital energy in eV: 1.03

The geometry in ORCA input format:
```
! RIJCOSX wB97M-V def2-TZVPD def2/J DEFGRID3
* xyz 0 1
O -1.90060 -1.19444 1.45348
C -0.82044 -0.74627 1.56619
N 0.30449 -0.36005 1.91452
C 0.81685 -0.17143 -0.99179
C 0.15341 1.14938 -0.94139
N -0.55786 -0.04847 -0.53081
H 0.52948 -0.63926 2.86116
H 0.99152 -0.64994 -1.95065
H 1.51216 -0.41954 -0.19301
H 0.38782 1.82875 -0.12516
H -0.15342 1.61214 -1.87470
H -1.26339 -0.36088 -1.18785
*
```

Mulliken atomic charge list, values in e, 5 entries: -0.47 0.80 -0.61 -0.39 -0.34

[3]
# C3H6N2O

C3H6N2O in the gas phase at a distorted geometry (ωB97M-V/def2-TZVPD, OMol25).

Energy relative to the best compared isomer or geometry (same formula, charge and spin) in eV: 4.190
Lowest unoccupied orbital energy in eV: 0.54

The geometry in ORCA input format:
```
! RIJCOSX wB97M-V def2-TZVPD def2/J DEFGRID3
* xyz 0 1
C -0.71599 0.77832 -0.78212
C -0.97215 0.06950 0.44397
C 0.31365 -0.59057 0.80365
H -1.84540 -0.67231 0.40267
H -1.46172 0.70619 1.28839
H 0.94913 -0.11389 1.63140
H 0.42387 -1.59353 1.16399
H 1.12626 -1.50390 -0.89869
H 1.38806 1.02699 -1.51392
N 1.07040 -0.52180 -0.47929
N 0.55682 0.38561 -1.18673
O -0.83292 2.02939 -0.87331
*
```

Mulliken atomic charge list, values in e, 5 entries: 0.48 -0.38 -0.52 0.22 0.28

[4]
# C3H6N2O

C3H6N2O in the gas phase at a distorted geometry (ωB97M-V/def2-TZVPD, OMol25).

Energy relative to the best compared isomer or geometry (same formula, charge and spin) in eV: 2.398
Lowest unoccupied orbital energy in eV: 0.90

The geometry in ORCA input format:
```
! RIJCOSX wB97M-V def2-TZVPD def2/J DEFGRID3
* xyz 0 1
C 2.88932 -0.29255 0.01416
C 1.60813 0.48620 -0.14587
C -1.84370 -0.40870 0.00777
H 3.66402 0.39205 -0.40367
H 3.14400 -0.49007 1.15743
H 2.92647 -1.38032 -0.49128
H 1.59509 1.63004 -0.07879
H -0.87224 1.37097 0.18190
H -1.67148 -1.52731 0.04546
N 0.52455 -0.22977 -0.04009
N -0.70399 0.34636 0.18154
O -2.93153 0.05985 -0.08220
*
```

Mulliken atomic charge list, values in e, 5 entries: -0.81 -0.04 0.08 0.30 0.21

[5]
# C3H6N2O

C3H6N2O in the gas phase at a distorted geometry (ωB97M-V/def2-TZVPD, OMol25).

Energy relative to the best compared isomer or geometry (same formula, charge and spin) in eV: 4.528
Lowest unoccupied orbital energy in eV: 0.51

The geometry in ORCA input format:
```
! RIJCOSX wB97M-V def2-TZVPD def2/J DEFGRID3
* xyz 0 1
C 0.19212 -0.07198 -1.28655
C -0.98639 0.68897 -0.53383
C -1.14665 1.07452 0.80535
H 0.99189 -2.09192 1.13359
H 1.51301 -0.32228 1.19735
H 1.88722 -1.26898 -0.80275
H -1.91203 0.83296 -1.22956
H -1.78406 1.87660 1.04085
H -0.60732 1.04880 1.63948
N 0.69722 -0.97326 1.02457
N 0.91121 -0.84709 -0.45016
O 0.24378 0.05367 -2.53835
*
```

Mulliken atomic charge list, values in e, 5 entries: 0.40 -0.12 -0.72 0.32 0.29

[6]
# C3H6N2O

C3H6N2O in the gas phase at a distorted geometry (ωB97M-V/def2-TZVPD, OMol25).

Energy relative to the best compared isomer or geometry (same formula, charge and spin) in eV: 4.306
Lowest unoccupied orbital energy (alpha / beta) in eV: -1.51 / -1.51

The geometry in ORCA input format:
```
! RIJCOSX wB97M-V def2-TZVPD def2/J DEFGRID3
* xyz 0 1
O -1.85004 -1.58964 -1.39529
C -1.01189 -0.83667 -0.84578
N -0.84070 -0.61098 0.49912
C 0.46509 -0.08515 0.86496
C 0.73818 1.11138 -0.03017
N -0.30828 -0.29221 -1.79341
H -1.24413 -1.32716 1.08227
H 1.26102 -0.83663 0.74048
H 0.45810 0.22441 1.91784
H 0.05180 1.94183 0.15597
H 1.77778 1.41753 -0.02239
H 0.50307 0.88330 -1.17360
*
```

Mulliken atomic charge list, values in e, 5 entries: -0.57 0.61 -0.27 -0.36 -0.84